Record 1
A structure of composition C42H108N6O15 in a non-equilibrium geometry. Source: the Open Molecules 2025 dataset; level of theory: ωB97M-V/def2-TZVPD.

Structure (XYZ):
```
171
Properties=species:S:1:pos:R:3:mulliken_charge:R:1
C 2.48 -2.14 2.12 -0.725
C 2.78 -0.70 2.50 0.026
O 2.22 -0.34 3.75 -0.526
H 2.85 -2.28 1.11 0.286
H 1.41 -2.36 2.18 -0.330
H 2.95 -2.88 2.77 0.526
H 2.53 0.02 1.71 0.611
H 3.88 -0.60 2.53 0.507
H 2.45 0.58 3.93 0.310
C 0.28 -1.75 1.40 -0.034
C 0.63 -0.36 1.85 0.959
O 0.25 0.58 0.86 0.655
H 0.95 -1.99 0.58 -0.457
H -0.74 -1.85 1.04 0.200
H 0.41 -2.48 2.21 -0.070
H 1.70 -0.25 2.05 -0.574
H 0.16 -0.04 2.79 -1.777
H -0.16 1.40 1.20 -0.058
C -2.31 0.44 5.20 -1.217
C -0.79 0.44 5.19 -0.320
O -0.39 -0.89 4.82 -0.406
H -2.75 1.43 5.39 0.352
H -2.72 -0.31 5.87 0.502
H -2.61 0.13 4.19 0.241
H -0.31 0.72 6.14 0.150
H -0.34 1.09 4.44 0.611
H 0.52 -0.85 4.49 0.421
C -0.31 3.31 6.04 -0.766
O -0.35 3.21 4.63 -0.414
C -1.43 2.44 4.16 1.279
C -1.94 3.01 2.84 -1.371
N -0.83 3.24 1.91 0.037
C -1.30 4.02 0.76 -0.958
C -0.11 4.58 0.02 0.344
O 0.46 5.57 0.85 -0.449
C 1.63 6.17 0.35 -0.341
H 0.33 4.16 6.28 0.336
H 0.08 2.41 6.52 0.213
H -1.31 3.45 6.47 0.330
H -2.28 2.37 4.84 0.516
H -1.13 1.39 4.03 -1.194
H -2.44 3.95 3.11 0.586
H -2.68 2.36 2.38 0.268
H -0.14 3.77 2.43 0.184
H -1.93 4.86 1.09 0.533
H -1.89 3.37 0.12 0.248
H -0.42 5.05 -0.92 0.476
H 0.59 3.78 -0.23 -0.278
H 2.23 6.56 1.17 0.299
H 1.42 6.95 -0.39 0.278
H 2.24 5.41 -0.16 -0.090
C -3.37 -2.57 1.22 -0.242
O -4.59 -2.98 1.77 -0.166
C -5.74 -2.32 1.26 -0.784
C -6.90 -2.79 2.09 -0.580
N -6.80 -2.25 3.45 -0.351
C -7.67 -3.03 4.33 -0.671
C -7.65 -2.48 5.76 -0.653
O -6.41 -2.81 6.31 -0.250
C -6.17 -2.34 7.63 -0.738
H -2.57 -3.27 1.46 0.162
H -3.11 -1.57 1.60 0.259
H -3.41 -2.59 0.12 0.350
H -5.80 -2.61 0.20 0.426
H -5.57 -1.24 1.27 0.362
H -6.95 -3.88 2.01 0.325
H -7.85 -2.45 1.65 0.406
H -5.84 -2.42 3.73 0.220
H -7.35 -4.07 4.44 0.321
H -8.68 -3.03 3.90 0.480
H -8.48 -2.90 6.34 0.432
H -7.76 -1.39 5.68 0.328
H -5.85 -1.29 7.54 0.265
H -5.34 -2.90 8.02 0.232
H -7.06 -2.37 8.26 0.312
C 1.55 0.43 -4.53 -0.569
O 1.00 -0.77 -4.05 -0.365
C 1.88 -1.43 -3.17 -0.167
C 1.11 -2.57 -2.50 -0.545
N 1.98 -3.57 -1.95 -0.051
C 1.28 -4.74 -1.44 -0.594
C 2.19 -5.44 -0.45 -0.454
O 1.60 -6.65 0.03 -0.287
C 2.34 -7.15 1.11 -0.893
H 1.64 1.21 -3.77 0.096
H 0.89 0.84 -5.30 0.310
H 2.53 0.26 -4.98 0.393
H 2.29 -0.71 -2.45 0.107
H 2.75 -1.82 -3.72 0.311
H 0.41 -2.94 -3.27 0.312
H 0.50 -2.12 -1.72 0.118
H 2.69 -3.82 -2.63 0.284
H 0.94 -5.41 -2.23 0.477
H 0.41 -4.36 -0.90 0.169
H 2.32 -4.79 0.41 0.204
H 3.17 -5.63 -0.91 0.390
H 2.11 -6.64 2.05 0.254
H 3.41 -7.14 0.91 0.389
H 2.11 -8.21 1.27 0.270
C 2.94 6.58 -7.96 -0.676
O 2.05 6.55 -6.89 -0.244
C 0.74 6.27 -7.28 -0.673
C -0.17 5.98 -6.12 -0.634
N 0.24 4.85 -5.31 -0.124
C -0.58 4.65 -4.12 -1.075
C -0.34 3.24 -3.59 0.432
O -1.05 3.05 -2.40 -0.375
C -1.22 1.67 -2.08 -0.731
H 2.52 7.06 -8.85 0.354
H 3.24 5.57 -8.28 0.313
H 3.87 7.11 -7.76 0.082
H 0.69 5.44 -8.00 0.414
H 0.27 7.09 -7.84 0.416
H -1.17 5.79 -6.50 0.346
H -0.19 6.91 -5.53 0.333
H 1.22 4.88 -5.06 0.139
H -1.64 4.82 -4.31 0.440
H -0.24 5.41 -3.40 0.361
H 0.74 3.18 -3.42 -0.576
H -0.58 2.53 -4.38 0.495
H -2.08 1.49 -1.44 0.250
H -0.35 1.32 -1.51 0.153
H -1.38 1.06 -2.97 0.540
C -1.66 -9.35 -3.24 -0.750
O -1.71 -9.25 -1.85 -0.374
C -1.33 -7.98 -1.40 -0.336
C -1.71 -7.81 0.06 -0.672
N -1.34 -6.50 0.59 -0.013
C -1.53 -6.49 2.04 -0.980
C -1.15 -5.13 2.60 1.362
O -1.19 -5.17 4.00 -0.540
C -0.88 -3.88 4.50 -0.556
H -2.40 -8.71 -3.75 0.311
H -1.82 -10.37 -3.56 0.284
H -0.74 -8.97 -3.71 0.295
H -1.72 -7.17 -2.03 0.378
H -0.24 -7.87 -1.46 0.202
H -1.20 -8.62 0.62 0.280
H -2.77 -8.00 0.22 0.409
H -0.33 -6.43 0.47 0.014
H -0.78 -7.16 2.49 0.347
H -2.52 -6.80 2.36 0.494
H -1.86 -4.37 2.22 -1.076
H -0.19 -4.80 2.16 -0.205
H -0.76 -3.89 5.58 0.414
H -1.71 -3.21 4.24 0.253
H 0.05 -3.42 4.15 0.176
C 6.28 8.26 -5.52 -0.836
O 5.91 6.96 -5.15 -0.177
C 6.88 6.35 -4.36 -0.656
C 6.62 4.88 -4.05 -0.653
N 5.45 4.77 -3.21 -0.149
C 5.11 3.38 -2.92 -1.031
C 3.97 3.35 -1.90 0.138
O 3.80 2.00 -1.53 -0.468
C 2.56 1.73 -0.89 1.030
H 5.52 8.68 -6.18 0.204
H 7.25 8.34 -6.03 0.353
H 6.24 8.90 -4.63 0.341
H 7.13 6.91 -3.45 0.388
H 7.88 6.38 -4.84 0.396
H 7.53 4.48 -3.59 0.358
H 6.49 4.32 -4.99 0.339
H 4.65 5.22 -3.64 0.220
H 5.98 2.91 -2.46 0.348
H 4.82 2.80 -3.81 0.344
H 3.05 3.70 -2.40 -0.215
H 4.20 3.99 -1.05 0.319
H 2.37 0.67 -0.80 -0.593
H 1.78 2.22 -1.49 -0.538
H 2.53 2.19 0.10 0.330
```

Values from the calculation:
**LUMO**: 0.507 eV
**Energy**: -3121.41602 hartree
**Energy above the lowest of the compared OMol25 structures with the same formula, charge and spin**: 11.782 eV
**Gap between HOMO and LUMO**: 8.66 eV
**Largest force on an atom**: 8.1 eV/Å

***

Record 2
A cluster of 9 separate species, C42H108N6O18 in total in a non-equilibrium geometry. Source: the Open Molecules 2025 dataset; level of theory: ωB97M-V/def2-TZVPD.

Structure (XYZ):
```
174
Properties=species:S:1:pos:R:3:mulliken_charge:R:1
C 4.32 -1.53 -11.16 -0.770
O 3.44 -0.90 -12.08 -0.450
C 3.74 -1.27 -13.40 -0.178
C 3.43 -2.72 -13.82 -0.718
N 3.52 -2.86 -15.27 0.027
C 3.14 -4.15 -15.81 -0.463
C 3.68 -4.26 -17.23 -0.753
O 2.91 -3.39 -18.04 0.070
C 3.12 -3.62 -19.43 -0.720
H 4.43 -0.93 -10.26 0.310
H 5.35 -1.66 -11.50 0.307
H 3.95 -2.53 -10.92 0.271
H 4.79 -1.08 -13.67 0.300
H 3.04 -0.71 -14.02 0.079
H 2.52 -3.13 -13.36 0.268
H 4.28 -3.35 -13.51 0.369
H 3.11 -2.10 -15.81 -0.005
H 2.05 -4.28 -15.85 -0.050
H 3.55 -4.96 -15.20 0.563
H 3.72 -5.31 -17.56 0.440
H 4.70 -3.87 -17.30 0.301
H 2.63 -2.82 -19.99 0.060
H 2.69 -4.59 -19.68 0.304
H 4.16 -3.45 -19.71 0.348
C 1.72 0.49 -16.35 -1.046
O 3.07 0.09 -16.30 0.281
C 3.99 1.09 -16.63 -0.831
C 5.39 0.52 -16.85 -0.193
N 6.28 1.48 -17.44 -0.061
C 7.59 1.11 -17.87 -0.769
C 8.55 0.45 -16.86 -0.453
O 9.29 1.41 -16.10 -0.414
C 8.68 1.79 -14.87 -0.583
H 1.33 1.13 -15.56 0.395
H 1.12 -0.41 -16.28 0.202
H 1.64 0.95 -17.34 0.375
H 4.18 1.85 -15.87 0.247
H 3.61 1.71 -17.45 0.320
H 5.26 -0.37 -17.48 0.215
H 5.77 0.17 -15.89 -0.007
H 6.04 2.45 -17.42 0.263
H 8.19 1.90 -18.31 0.425
H 7.52 0.32 -18.64 0.321
H 9.29 -0.06 -17.49 0.353
H 8.14 -0.26 -16.14 0.336
H 8.13 0.99 -14.37 0.243
H 8.06 2.68 -15.00 0.230
H 9.56 2.01 -14.26 0.264
C 2.59 -5.92 -28.72 -0.796
O 2.53 -4.90 -27.79 -0.239
C 1.97 -5.25 -26.54 -0.612
C 1.99 -4.06 -25.61 -0.321
N 1.31 -4.27 -24.35 -0.223
C 1.88 -5.23 -23.41 -0.628
C 0.88 -5.33 -22.26 -0.315
O 1.42 -5.97 -21.11 -0.381
C 0.50 -6.42 -20.17 -0.343
H 1.60 -6.30 -29.01 0.317
H 3.18 -6.76 -28.36 0.307
H 2.92 -5.60 -29.71 0.257
H 2.55 -6.07 -26.08 0.337
H 1.00 -5.69 -26.78 0.338
H 1.45 -3.22 -26.05 0.273
H 3.04 -3.76 -25.46 0.148
H 1.28 -3.44 -23.77 0.301
H 2.80 -4.83 -22.97 0.273
H 1.98 -6.22 -23.86 0.311
H -0.09 -5.74 -22.56 0.339
H 0.72 -4.32 -21.86 0.124
H -0.37 -6.94 -20.59 0.465
H 0.01 -5.62 -19.59 -0.144
H 0.92 -7.13 -19.46 0.400
C -5.94 1.14 -12.40 -0.768
O -5.69 1.60 -13.72 -0.347
C -6.79 1.46 -14.60 -0.637
C -6.27 1.04 -15.98 -0.384
N -5.03 1.84 -16.34 -0.486
C -4.13 1.00 -17.10 0.167
C -3.00 1.83 -17.75 -0.640
O -2.19 2.49 -16.80 -0.469
C -1.56 1.64 -15.86 0.007
H -6.97 1.28 -12.07 0.405
H -5.33 1.79 -11.77 0.272
H -5.59 0.13 -12.22 0.201
H -7.21 2.46 -14.71 0.309
H -7.61 0.80 -14.31 0.496
H -6.91 1.31 -16.82 0.479
H -5.98 -0.01 -15.94 0.012
H -4.73 2.21 -15.45 0.376
H -4.62 0.53 -17.95 0.480
H -3.75 0.16 -16.51 -0.194
H -3.48 2.53 -18.42 0.382
H -2.31 1.22 -18.34 0.178
H -1.41 0.63 -16.22 -0.172
H -2.18 1.76 -14.96 0.158
H -0.61 2.02 -15.47 0.310
C 2.85 -0.69 -27.47 -0.641
O 2.97 -0.32 -26.14 -0.231
C 4.25 -0.24 -25.56 -0.586
C 4.19 0.74 -24.41 -0.683
N 3.63 0.14 -23.15 -0.286
C 3.35 1.20 -22.23 -1.110
C 2.88 0.66 -20.88 -0.031
O 1.58 0.15 -21.08 -0.412
C 1.06 -0.40 -19.90 -0.081
H 2.75 -1.78 -27.56 0.107
H 3.63 -0.31 -28.14 0.355
H 1.88 -0.35 -27.86 0.259
H 5.08 0.02 -26.22 0.488
H 4.48 -1.20 -25.09 0.243
H 3.72 1.69 -24.68 0.342
H 5.22 0.95 -24.09 0.438
H 2.74 -0.24 -23.48 0.206
H 2.61 1.98 -22.49 0.356
H 4.21 1.85 -22.02 0.545
H 2.94 1.47 -20.14 0.194
H 3.53 -0.12 -20.48 0.242
H 0.70 0.38 -19.22 0.266
H 1.81 -1.04 -19.42 -0.117
H 0.20 -1.08 -19.98 0.094
C -3.62 -7.16 -15.32 -0.943
O -3.87 -6.67 -16.64 -0.351
C -4.86 -7.49 -17.25 -0.666
C -5.27 -6.87 -18.59 -0.435
N -6.08 -5.67 -18.41 -0.144
C -5.43 -4.39 -18.74 0.032
C -5.11 -4.13 -20.21 -0.850
O -4.13 -4.95 -20.82 -0.482
C -2.80 -4.79 -20.38 0.662
H -4.44 -6.97 -14.62 0.211
H -2.74 -6.65 -14.92 0.286
H -3.43 -8.24 -15.40 0.403
H -5.79 -7.42 -16.67 0.263
H -4.49 -8.50 -17.39 0.572
H -5.71 -7.60 -19.27 0.545
H -4.38 -6.65 -19.20 -0.106
H -6.71 -5.71 -19.21 0.383
H -4.46 -4.23 -18.24 -0.168
H -6.17 -3.64 -18.44 0.323
H -4.81 -3.08 -20.33 0.404
H -5.99 -4.30 -20.83 0.471
H -2.71 -3.81 -19.91 -0.157
H -2.10 -4.93 -21.20 0.203
H -2.51 -5.46 -19.56 -0.068
O -3.20 -0.23 -13.65 -0.400
C -2.85 -1.60 -13.57 -0.459
C -3.73 -2.43 -14.50 0.236
O -5.09 -2.29 -14.07 -0.576
H -4.08 -0.16 -14.05 0.125
H -1.84 -1.70 -14.00 0.177
H -2.76 -1.85 -12.51 0.256
H -3.50 -3.49 -14.42 0.309
H -3.64 -2.06 -15.53 -0.170
H -5.55 -2.85 -14.73 0.416
O -1.89 -2.28 -18.78 -1.016
C -1.04 -2.63 -17.68 1.385
C -1.26 -4.10 -17.37 -0.428
O -2.57 -4.21 -16.77 0.219
H -2.74 -2.70 -18.56 0.111
H -0.01 -2.49 -18.00 -0.173
H -1.37 -2.00 -16.85 -0.720
H -0.62 -4.53 -16.59 0.266
H -1.18 -4.72 -18.26 0.019
H -2.82 -5.15 -16.75 -0.135
O -6.76 -5.44 -13.39 -0.613
C -7.64 -4.69 -14.25 -0.695
C -7.18 -4.78 -15.69 -0.066
O -5.83 -4.26 -15.70 0.166
H -5.94 -4.95 -13.54 0.327
H -8.67 -5.05 -14.15 0.459
H -7.70 -3.68 -13.84 0.220
H -7.82 -4.16 -16.33 0.219
H -7.15 -5.79 -16.08 0.236
H -5.37 -4.84 -16.32 -0.386
```

Values from the calculation:
**LUMO**: 0.379 eV
**Energy**: -3347.44215 hartree
**Energy above the lowest of the compared OMol25 structures with the same formula, charge and spin**: 2.220 eV
**Gap between HOMO and LUMO**: 8.49 eV
**Structure (SMILES)**: COCCNCCOC.COCCNCCOC.COCCNCCOC.COCCNCCOC.COCCNCCOC.COCCNCCOC.OCCO.OCCO.OCCO
**Largest force on an atom**: 2.3 eV/Å